C19H55BrFO8S10 | the ωB97M-V functional and the def2-TZVPD basis

Computed properties:
Highest occupied orbital energy ... -10.03 eV
Net charge ... +1

Each line ends with the Mulliken charge.
Positions of all 94 atoms, in Å:
C (2.46574, -1.02912, 2.63563)  -1.16
C (2.20489, -2.23420, 1.76765)  -0.03
F (2.00264, -3.37203, 2.50347)  -0.35
C (1.11109, -2.07622, 0.73937)  -0.59
S (-0.58224, -1.79965, 1.34633)  0.58
S (-0.92655, 0.21894, 1.11025)  -0.12
Br (-0.66259, -2.16750, 3.48042)  -0.04
H (1.98695, -0.14421, 2.25281)  0.13
H (2.21568, -1.20819, 3.66151)  0.41
H (3.51398, -0.81219, 2.62167)  0.38
H (3.09611, -2.41157, 1.18410)  0.43
H (1.34816, -1.21155, 0.14872)  0.65
H (1.10652, -2.94115, 0.10265)  0.55
H (0.07061, 0.68241, 1.88252)  0.20
C (-5.77552, -2.06720, 4.10878)  -0.87
S (-4.76206, -0.58865, 4.19018)  0.53
O (-5.63008, 0.52188, 4.64854)  -0.62
C (-4.56944, -0.40691, 2.40992)  -0.75
H (-6.05327, -2.33559, 5.12542)  0.34
H (-6.67189, -1.86287, 3.52375)  0.32
H (-5.19766, -2.87642, 3.65920)  0.26
H (-5.54949, -0.31569, 1.94201)  0.44
H (-4.03824, -1.27627, 2.01587)  0.14
H (-3.99067, 0.49669, 2.22746)  0.23
C (-3.13803, -6.93518, 1.71320)  -1.01
S (-2.06118, -5.50388, 1.76886)  0.54
O (-2.88313, -4.34616, 2.23177)  -0.56
C (-1.87576, -5.33978, -0.01328)  -0.66
H (-3.41438, -7.18396, 2.73507)  0.35
H (-4.03120, -6.69767, 1.13610)  0.30
H (-2.60225, -7.77146, 1.26544)  0.39
H (-2.85482, -5.21183, -0.47458)  0.32
H (-1.38094, -6.22661, -0.40761)  0.42
H (-1.26050, -4.46387, -0.21237)  -0.02
C (6.84516, 0.79876, 3.56671)  -0.99
S (5.58664, 1.93491, 2.97421)  0.38
O (4.55744, 1.10703, 2.26642)  -0.51
C (6.54886, 2.65877, 1.65946)  -0.70
H (6.41177, 0.19646, 4.36285)  0.32
H (7.16946, 0.15409, 2.74983)  0.29
H (7.68576, 1.36939, 3.95918)  0.41
H (6.85355, 1.86686, 0.97454)  0.29
H (7.42265, 3.17444, 2.05844)  0.41
H (5.90351, 3.36663, 1.14091)  0.13
C (3.75413, 2.42307, -1.88519)  -0.71
S (3.52016, 4.06819, -1.21453)  0.37
O (4.63284, 4.30709, -0.25720)  -0.63
C (2.08630, 3.61895, -0.22887)  -0.68
H (4.64540, 2.43526, -2.51000)  0.43
H (3.88493, 1.70743, -1.07328)  0.23
H (2.88818, 2.15138, -2.48849)  0.18
H (2.35836, 2.81482, 0.45717)  0.01
H (1.27987, 3.30482, -0.89223)  0.35
H (1.77922, 4.49871, 0.33334)  0.41
C (3.61402, -0.40883, -4.18332)  -1.09
S (2.42009, -1.41306, -3.30051)  0.66
O (2.36527, -0.91782, -1.88646)  -0.51
C (3.41651, -2.90970, -3.28339)  -1.18
H (3.20870, 0.59538, -4.27401)  0.04
H (4.55406, -0.38152, -3.62976)  0.45
H (3.76869, -0.82428, -5.17748)  0.49
H (4.36685, -2.71881, -2.78403)  0.33
H (3.58368, -3.23814, -4.30849)  0.42
H (2.86397, -3.67444, -2.74152)  0.33
C (-5.60036, 5.62280, 5.79725)  -0.91
S (-4.95102, 5.61486, 4.12197)  0.49
O (-5.73096, 6.60884, 3.34455)  -0.62
C (-5.58301, 3.99027, 3.68910)  -0.82
H (-5.35238, 6.58214, 6.24560)  0.32
H (-6.68247, 5.49788, 5.76960)  0.30
H (-5.13702, 4.81936, 6.36982)  0.33
H (-6.66584, 3.97192, 3.80758)  0.33
H (-5.12194, 3.23375, 4.32515)  0.25
H (-5.32651, 3.79768, 2.64916)  0.32
C (-1.01778, -0.93308, -1.18381)  -1.03
S (-1.04178, -0.93161, -2.98269)  0.38
O (-0.17582, 0.19437, -3.41249)  -0.49
C (-2.74880, -0.39070, -3.15610)  -1.11
H (-0.00686, -1.20702, -0.88110)  -0.04
H (-1.25999, 0.06556, -0.81469)  0.38
H (-1.73733, -1.66663, -0.81417)  0.74
H (-2.88360, 0.56814, -2.65502)  0.30
H (-3.41171, -1.14342, -2.72947)  0.43
H (-2.96178, -0.28339, -4.21683)  0.40
C (1.07761, 2.19264, -8.02887)  -1.07
S (0.81826, 1.44818, -6.41344)  0.63
O (1.56541, 0.16217, -6.40868)  -0.61
C (-0.91256, 1.05686, -6.67126)  -0.48
H (2.12487, 2.47713, -8.10049)  0.34
H (0.83890, 1.47027, -8.80915)  0.32
H (0.45107, 3.07944, -8.12341)  0.38
H (-1.01694, 0.41361, -7.54537)  0.39
H (-1.47644, 1.98008, -6.80543)  0.40
H (-1.25976, 0.53974, -5.78246)  -0.30